Record 1
Entry from the Open Molecules 2025 dataset: C30H39BHgN7S as an isolated structure at a distorted geometry (ωB97M-V/def2-TZVPD).

```
79
Properties=species:S:1:pos:R:3:forces:R:3:mulliken_charge:R:1
Hg -9.376 -13.836 -7.772 -0.749 -0.723 -0.177 0.3766
C -6.382 -9.609 -3.398 0.085 0.290 -0.570 -1.7623
C -6.708 -9.858 -4.876 -0.567 1.947 -0.808 1.1276
C -6.220 -11.181 -5.382 0.894 -0.650 0.105 -1.2418
C -8.152 -9.607 -5.231 -1.582 0.184 1.219 0.0173
C -9.178 -8.806 -4.516 0.792 -1.031 -2.105 -1.2382
C -10.317 -9.078 -5.222 -0.071 -1.455 -1.245 -0.4411
N -10.040 -9.980 -6.241 0.808 1.094 1.651 0.3457
N -8.695 -10.283 -6.219 -1.163 -0.117 0.387 -0.1805
B -11.049 -10.524 -7.220 -0.381 -0.189 -0.354 -0.0066
N -10.423 -10.750 -8.572 2.746 1.133 -1.607 1.0208
C -11.022 -11.241 -9.681 1.482 0.594 -0.546 -0.7490
C -10.396 -10.711 -10.797 0.161 -0.424 -0.830 -0.9106
C -9.349 -9.887 -10.270 -0.645 0.541 -2.125 0.0306
N -9.317 -9.892 -8.983 -2.346 -1.078 1.895 -0.8679
C -8.481 -8.852 -11.022 -0.397 0.990 0.420 0.9133
C -8.617 -8.909 -12.594 0.113 -1.001 1.243 -1.6147
C -7.039 -8.979 -10.495 1.536 -1.262 0.094 -1.1002
N -11.632 -11.972 -6.802 0.039 -1.188 2.351 0.3665
C -12.759 -12.112 -6.037 2.398 -1.599 -1.254 -0.7830
C -12.698 -13.328 -5.365 -0.103 0.868 0.038 -1.2141
C -11.489 -13.904 -5.615 2.600 2.055 -2.118 0.1005
N -10.769 -13.066 -6.488 -3.980 1.241 2.191 -0.0068
C -10.830 -15.134 -5.093 0.120 -0.664 0.121 2.3047
C -10.785 -15.101 -3.536 -0.189 -1.269 -0.170 -1.3955
C -11.513 -16.392 -5.728 0.427 -0.322 0.363 -1.3856
H -5.403 -10.059 -3.122 -0.871 0.242 0.119 0.3907
H -6.391 -8.551 -3.179 0.673 0.614 -0.253 0.4139
H -7.236 -9.854 -2.802 -0.252 -1.301 0.697 0.4450
H -6.207 -9.069 -5.421 0.533 0.284 -0.304 0.1508
H -6.248 -11.729 -4.450 0.109 -1.242 -0.094 0.3032
H -6.820 -11.681 -6.178 0.521 0.693 0.636 0.2340
H -5.145 -11.071 -5.659 -0.737 -0.366 -0.015 0.3176
H -9.106 -7.941 -3.908 0.414 0.205 0.956 0.3544
H -11.356 -8.816 -5.078 0.195 0.388 0.006 0.4743
H -12.011 -9.748 -7.351 0.286 -0.568 0.532 -0.1929
H -11.696 -12.057 -9.623 -0.933 -0.217 0.118 0.6036
H -10.576 -10.934 -11.877 0.053 0.185 1.277 0.2983
H -8.888 -7.868 -10.623 0.507 -0.940 -0.719 0.1659
H -8.009 -8.299 -13.243 0.589 0.649 0.524 0.3774
H -8.366 -9.918 -12.857 0.369 -0.810 -0.299 0.3848
H -9.609 -8.811 -12.989 -0.865 0.330 0.348 0.3721
H -6.666 -10.063 -10.535 -0.787 1.164 0.060 0.1638
H -6.275 -8.475 -11.119 -0.601 0.261 0.281 0.3889
H -6.893 -8.678 -9.420 -0.483 -0.163 -1.155 0.2590
H -13.502 -11.381 -6.078 -0.975 0.981 0.016 0.5891
H -13.349 -13.702 -4.642 -1.286 -0.388 0.804 0.5518
H -9.767 -15.125 -5.412 -0.644 -0.020 -0.119 -1.0621
H -11.817 -14.893 -3.178 0.777 -0.367 0.215 0.3277
H -10.352 -16.071 -3.110 -0.954 1.089 -0.600 0.3272
H -10.105 -14.330 -3.177 -0.180 0.286 -0.153 0.3977
H -12.579 -16.523 -5.471 0.499 0.103 0.494 0.3400
H -11.557 -16.329 -6.824 0.485 0.173 0.181 0.2867
H -10.917 -17.301 -5.453 -0.700 0.615 -0.210 0.3414
N -7.865 -14.033 -9.141 0.716 -0.234 0.533 -0.3309
S -6.799 -15.235 -9.201 0.724 1.407 -1.504 0.0606
C -7.436 -16.209 -10.523 1.096 -0.145 0.447 0.5065
C -8.701 -16.724 -10.497 -1.332 -1.582 -1.342 0.0261
C -9.074 -17.617 -11.527 -0.161 0.062 0.387 -0.6912
C -8.237 -17.818 -12.627 0.403 0.298 0.267 -0.3757
C -6.900 -17.370 -12.548 -0.558 0.867 -1.328 -0.6191
C -6.524 -16.489 -11.535 -0.879 -1.308 -0.240 -0.3752
C -7.031 -16.206 -7.708 -2.881 -1.428 -2.293 0.3874
C -7.166 -15.640 -6.504 1.939 1.409 2.219 -0.4193
C -7.341 -16.454 -5.373 -0.875 0.685 -0.847 -0.5816
C -7.792 -17.748 -5.483 1.230 0.437 -0.463 -0.6707
C -7.648 -18.316 -6.734 -0.322 1.525 -1.306 -0.5914
C -7.391 -17.559 -7.886 2.032 0.120 1.216 -0.5682
H -7.858 -13.264 -9.785 1.029 0.151 -0.595 0.1683
H -9.480 -16.467 -9.796 0.330 0.118 0.624 0.2800
H -10.000 -18.222 -11.435 0.343 1.021 -0.302 0.3530
H -8.684 -18.165 -13.572 0.618 -0.569 0.659 0.3570
H -6.225 -17.540 -13.408 -0.428 0.118 0.652 0.3254
H -5.581 -16.005 -11.550 0.868 0.128 0.150 0.4359
H -6.862 -14.581 -6.404 -0.328 -0.587 0.279 0.5915
H -7.138 -16.071 -4.420 -0.187 0.854 1.244 0.4890
H -8.015 -18.301 -4.594 -0.017 -0.438 0.176 0.4954
H -7.647 -19.338 -6.842 -0.557 -2.325 -0.240 0.5347
H -7.106 -17.998 -8.833 -0.569 -0.433 0.096 0.5024
```
Forces are in eV/Å.

Computed properties:
highest occupied orbital energy (alpha / beta) = -4.58 / -7.80 eV
multiplicity = 2
total charge = 0
orbital gap (alpha / beta) = 4.3885 / 7.6840 eV

---

Record 2
Entry from the Open Molecules 2025 dataset: a 2-piece molecular cluster, C12H17N overall at a distorted geometry (ωB97M-V/def2-TZVPD).

```
30
Properties=species:S:1:pos:R:3:forces:R:3:mulliken_charge:R:1
C -0.762 -1.130 -2.569 0.662 1.876 -2.142 -1.3125
C -0.938 -0.524 -0.066 -0.184 0.853 -1.533 1.4535
C -0.995 -0.187 -1.471 -0.142 0.497 3.771 0.5072
C -1.383 0.603 0.672 0.031 -0.432 0.871 -0.6173
C -1.377 1.153 -1.449 0.146 0.417 -4.239 -0.9431
C -0.780 -1.716 1.996 -0.152 -2.234 0.686 -0.5193
C -1.504 -0.770 2.698 0.383 0.619 -0.903 -0.6785
C -0.584 -1.710 0.617 0.292 0.649 -0.714 -0.6384
C -1.803 0.419 1.984 -0.197 1.992 -0.119 -0.6029
N -1.463 1.699 -0.187 -0.437 -1.880 0.722 0.0164
H -0.476 -2.616 2.542 -0.053 0.108 -0.078 0.2723
H -1.880 -0.860 3.702 0.333 -0.334 0.271 0.3842
H -0.102 -2.399 -0.087 0.043 -0.574 1.205 0.1589
H -2.273 1.292 2.441 -0.036 -0.257 0.312 0.2841
H -0.418 -2.118 -2.269 -0.648 -0.071 -0.112 0.2834
H 0.037 -0.697 -3.230 0.046 -0.489 0.534 0.2554
H -1.783 1.618 -2.366 0.339 0.351 0.786 0.2555
H -1.578 2.663 0.034 -0.249 0.060 0.143 0.1560
H -1.589 -1.013 -3.303 -0.063 -1.142 0.512 0.3455
C 3.639 0.787 -0.516 -0.206 0.317 -0.206 -0.4422
C 3.495 -0.434 0.410 -0.730 0.788 0.319 -0.6430
C 2.362 1.440 -1.185 1.472 0.070 3.149 -0.9027
H 4.090 1.558 0.101 0.342 0.369 -0.188 0.2984
H 4.303 0.621 -1.364 0.324 -0.357 0.142 0.3140
H 2.476 -0.803 0.293 -0.017 -0.406 0.252 0.0186
H 1.720 0.657 -1.549 -0.353 0.304 -0.935 0.1295
H 3.617 -0.086 1.454 -0.265 -0.331 -0.400 0.2446
H 4.206 -1.244 0.277 0.126 -0.019 -0.363 0.2934
H 1.833 2.037 -0.413 -0.170 -0.704 -0.308 0.2392
H 2.860 2.214 -1.745 -0.638 -0.041 -1.434 0.3899
```
Forces are in eV/Å.

Computed properties:
relative energy (zero: lowest compared OMol25 entry of this formula, charge and spin) = 155.5 kJ/mol
highest occupied orbital energy (alpha / beta) = 0.77 / -2.73 eV
multiplicity = 2
total charge = -1
orbital gap (alpha / beta) = 2.9041 / 6.3557 eV

---

| no. | total energy (eV) |
| --- | --- |
| 1 | -57854.598 |
| 2 | -14207.423 |